{"formula": "C39H21N8O3W", "method": "wB97M-V/def2-TZVPD", "e_tot_ev": -60666.8797, "homo_lumo_gap_ev": [4.60, 4.57], "total_charge": 1, "lumo_energy_ev": [-4.5, -4.6], "mol_weight_g_mol": 833.490, "elements": ["W", "C", "C", "C", "C", "C", "N", "C", "N", "C", "C", "C", "C", "C", "C", "C", "C", "N", "C", "N", "C", "N", "C", "N", "C", "N", "C", "C", "C", "C", "C", "C", "C", "C", "C", "C", "C", "C", "N", "C", "C", "H", "H", "H", "H", "H", "H", "H", "H", "H", "H", "H", "H", "H", "H", "H", "H", "O", "C", "C", "C", "C", "C", "C", "C", "O", "O", "H", "H", "H", "H", "H"], "coordinates": [[-0.4951, -0.4375, -0.4237], [1.1099, -6.6447, -2.5662], [0.1034, -6.3969, -3.5218], [-0.5661, -5.1909, -3.5777], [-0.2051, -4.2241, -2.6464], [-0.6857, -2.8729, -2.4289], [-0.0306, -2.3092, -1.3342], [0.8719, -3.2958, -0.8821], [1.6922, -3.2869, 0.1577], [1.6406, -2.2698, 0.9738], [2.2200, -2.1980, 2.3255], [3.0568, -3.0819, 2.9710], [3.3472, -2.8313, 4.3092], [2.7879, -1.7372, 4.9636], [1.9482, -0.8439, 4.2998], [1.6834, -1.0837, 2.9646], [0.8864, -0.3344, 1.9260], [-0.9137, 1.1264, 2.4738], [-1.3984, 1.7483, 1.4807], [-1.5218, 1.2430, 0.1686], [-2.0443, 2.2593, -0.5937], [-2.3726, 2.1908, -1.8343], [-2.2778, 1.0469, -2.5233], [-1.6268, -0.1423, -2.1660], [-1.8910, -1.0496, -3.1768], [-1.4951, -2.2958, -3.2639], [-2.6896, -0.4182, -4.1889], [-3.2312, -0.9063, -5.3779], [-3.9815, -0.0313, -6.1293], [-4.2057, 1.3058, -5.7201], [-3.6823, 1.7831, -4.5465], [-2.9087, 0.8921, -3.7866], [-2.2325, 3.4630, 0.2471], [-2.6710, 4.7279, -0.0797], [-2.7259, 5.6664, 0.9480], [-2.3543, 5.3399, 2.2521], [-1.9120, 4.0585, 2.5685], [-1.8610, 3.1448, 1.5359], [0.9084, -1.1913, 0.7668], [0.7799, -4.4654, -1.7132], [1.4589, -5.6845, -1.6455], [1.6090, -7.6061, -2.5581], [-0.1508, -7.1781, -4.2283], [-1.3360, -4.9981, -4.3131], [3.4529, -3.9457, 2.4508], [4.0023, -3.5020, 4.8523], [3.0076, -1.5726, 6.0118], [1.5182, -0.0042, 4.8295], [-3.0615, -1.9280, -5.6928], [-4.4143, -0.3724, -7.0627], [-4.8029, 1.9562, -6.3462], [-3.8467, 2.8023, -4.2187], [-2.9606, 4.9727, -1.0950], [-3.0646, 6.6722, 0.7330], [-2.4108, 6.0938, 3.0276], [-1.6255, 3.7962, 3.5803], [2.2302, -5.8557, -0.9051], [1.2111, 1.8287, 4.2487], [2.1996, 2.2780, 3.4337], [3.1606, 3.1065, 4.0024], [4.1692, 3.6375, 3.2244], [4.2409, 3.3724, 1.8530], [3.2996, 2.5462, 1.2891], [2.2873, 1.9599, 2.0743], [1.4197, 1.0161, 1.3827], [1.1041, 1.1780, 0.2042], [-0.5739, -0.1901, 2.0499], [0.4726, 1.4476, 3.7391], [3.0762, 3.3318, 5.0596], [4.9113, 4.2763, 3.6884], [5.0246, 3.8034, 1.2457], [3.3354, 2.3043, 0.2338]], "forces_ev_per_a": [[-0.029, 0.074, 0.160], [-0.040, -0.046, -0.051], [0.005, -0.025, -0.008], [0.012, -0.095, -0.130], [-0.354, 0.214, -0.146], [0.278, -0.209, -0.168], [0.104, 0.055, 0.346], [-0.008, -0.029, -0.240], [-0.147, -0.037, -0.084], [0.239, -0.268, 0.378], [0.005, -0.146, -0.253], [0.087, -0.123, 0.140], [0.001, 0.017, -0.020], [0.050, -0.068, -0.085], [-0.014, -0.228, 0.212], [-0.139, 0.200, 0.205], [0.035, -0.077, 0.204], [0.365, -0.400, 0.369], [-0.432, 0.737, -0.361], [-0.018, 0.390, 0.204], [-0.111, 0.218, 0.575], [-0.043, -0.400, -0.458], [0.154, 0.192, 0.141], [0.045, 0.292, 0.442], [-0.003, 0.020, -0.239], [-0.050, 0.157, 0.113], [0.036, -0.254, -0.046], [-0.040, -0.013, -0.130], [-0.033, 0.045, -0.042], [-0.030, -0.083, -0.084], [0.050, 0.012, 0.022], [-0.119, 0.247, 0.035], [-0.032, -0.169, -0.506], [-0.128, 0.208, -0.058], [-0.003, -0.018, -0.064], [0.017, -0.080, 0.005], [-0.041, 0.152, 0.166], [0.243, -0.458, 0.088], [0.055, -0.093, 0.055], [0.181, 0.055, 0.398], [0.097, 0.000, -0.001], [-0.042, 0.050, -0.018], [0.022, 0.030, 0.034], [0.019, -0.014, 0.036], [-0.014, 0.057, 0.039], [-0.048, 0.039, -0.037], [-0.017, -0.023, -0.061], [0.192, -0.415, -0.024], [-0.010, 0.052, 0.035], [0.010, 0.046, 0.053], [0.015, -0.040, -0.002], [0.020, -0.083, 0.003], [0.025, -0.006, 0.094], [0.012, -0.039, 0.004], [0.001, -0.045, -0.048], [-0.005, 0.005, -0.076], [-0.061, 0.028, -0.021], [0.136, 0.600, -0.358], [-0.215, -0.240, 0.310], [-0.035, 0.071, 0.120], [0.039, 0.008, -0.023], [-0.077, -0.019, 0.091], [0.001, 0.084, -0.068], [0.022, -0.264, -0.326], [0.101, 0.275, 0.312], [-0.624, -0.237, -0.506], [0.521, -0.252, -0.646], [-0.217, 0.391, 0.037], [0.033, 0.003, -0.097], [-0.042, -0.020, -0.028], [-0.006, -0.019, 0.036], [0.000, 0.007, 0.050]]}